# 1
Molecular formula: C31H55BrNO3P3Pt
Method: DFT, ωB97M-V/def2-TZVPD

The value obtained for the LUMO energy (spin up / spin down) is -0.195 / -0.319 Ha. Its multiplicity is 3. For the gap between HOMO and LUMO (spin up / spin down), the calculation gives 7.6 / 4.2 eV. The HOMO energy (spin up / spin down) comes out at -12.890 / -12.830 eV. The charge is +2. As for the energy: -5211.5174 hartree.

Geometry (Å):
N -8.01 -3.13 -7.59
C -8.08 -3.79 -6.44
C -7.11 -3.65 -5.44
C -6.06 -2.73 -5.62
C -6.00 -2.05 -6.86
C -7.00 -2.29 -7.81
C -5.10 -2.46 -4.55
Pt -0.06 -0.02 -0.10
P 0.34 5.57 2.79
C -4.37 -1.32 -4.45
C -3.46 -1.03 -3.37
C -3.05 0.31 -3.13
C -2.13 0.61 -2.13
C -1.58 -0.44 -1.38
C -2.01 -1.76 -1.55
C -2.96 -2.05 -2.53
Br 1.46 1.06 1.48
H -5.06 -3.21 -3.74
H -4.51 -0.52 -5.19
H -7.19 -4.24 -4.53
H -5.20 -1.35 -7.09
H -8.93 -4.47 -6.29
H -6.98 -1.78 -8.78
H -3.48 1.11 -3.74
H -3.31 -3.07 -2.66
H -1.84 1.63 -1.90
H -1.58 -2.53 -0.91
P 1.37 0.68 -1.68
C -1.15 4.54 3.16
C -2.24 5.38 3.83
H -0.82 3.73 3.82
H -1.50 4.11 2.22
H -2.97 4.72 4.31
H -1.82 6.04 4.60
H -2.78 5.99 3.10
C 0.07 5.95 1.01
C 0.83 7.21 0.60
H -1.02 6.09 0.88
H 0.38 5.08 0.42
H 0.43 7.60 -0.34
H 0.75 7.99 1.36
H 1.90 7.00 0.44
C 1.66 4.31 2.64
C 2.44 4.13 3.94
H 2.33 4.61 1.82
H 1.17 3.36 2.34
H 3.34 3.53 3.75
H 2.75 5.10 4.36
H 1.85 3.60 4.70
C 3.17 0.49 -1.27
C 4.11 -0.06 -2.33
H 3.19 -0.14 -0.37
H 3.50 1.49 -0.96
H 3.94 -1.13 -2.54
H 4.06 0.50 -3.27
H 5.14 0.03 -1.96
C 1.14 2.48 -1.96
C 0.64 2.91 -3.34
H 2.12 2.93 -1.74
H 0.45 2.81 -1.17
H 1.41 2.75 -4.12
H -0.28 2.39 -3.64
H 0.42 3.98 -3.32
C 1.17 -0.18 -3.28
C 1.20 -1.70 -3.16
H 1.98 0.18 -3.94
H 0.23 0.16 -3.72
H 0.36 -2.12 -3.74
H 2.12 -2.12 -3.59
H 1.09 -2.06 -2.13
C -1.38 -3.12 3.37
C -1.17 -1.78 2.75
O -0.32 -1.74 1.54
P 0.82 -2.83 0.80
O 0.84 -4.04 1.87
C 1.68 -4.16 3.09
C 1.90 -2.87 3.84
O 2.29 -2.12 1.12
C 3.62 -2.60 0.75
C 4.60 -1.65 1.40
H -1.79 -3.84 2.65
H -2.12 -2.99 4.16
H -0.49 -3.53 3.83
H -2.13 -1.37 2.41
H -0.74 -1.04 3.44
H 1.14 -4.88 3.71
H 2.63 -4.62 2.78
H 1.03 -2.21 3.81
H 2.09 -3.12 4.89
H 2.77 -2.33 3.47
H 3.78 -3.63 1.11
H 3.74 -2.59 -0.34
H 4.39 -1.53 2.47
H 5.61 -2.04 1.28
H 4.57 -0.66 0.95

# 2
Molecular formula: C31H55CrI2N4OS2SbSi3
Method: DFT, ωB97M-V/def2-TZVPD

The value obtained for the LUMO energy (spin up / spin down) is -0.336 / -0.298 Ha. Its multiplicity is 4. For the gap between HOMO and LUMO (spin up / spin down), the calculation gives 6.3 / 7.3 eV. The HOMO energy (spin up / spin down) comes out at -15.405 / -15.406 eV. The charge is +3. For the relative energy (zero: lowest compared OMol25 entry of this formula, charge and spin), the calculation gives 13.42 kcal per mole. As for the energy: -5052.7909 hartree.

Geometry (Å):
Cr -0.33 -0.22 -0.08
N -3.12 1.80 2.02
C -2.67 2.99 1.43
C -3.10 4.30 1.54
C -2.44 5.23 0.78
C -1.37 4.87 -0.07
C -0.94 3.56 -0.16
C -1.62 2.61 0.60
N -1.45 1.23 0.72
C -2.38 0.80 1.57
C -2.45 -0.63 1.85
C -3.34 -1.38 2.55
S -2.93 -3.03 2.40
C -1.62 -2.64 1.42
N -1.46 -1.36 1.22
H -3.89 1.73 2.68
H -3.93 4.58 2.19
H -2.74 6.27 0.82
H -0.88 5.64 -0.65
H -0.12 3.29 -0.81
H -4.19 -1.06 3.12
H -0.96 -3.40 1.01
N 0.61 0.76 -1.68
C 1.26 -0.32 -2.42
C 1.29 -1.58 -1.84
C 1.83 -2.66 -2.51
C 2.40 -2.46 -3.77
C 2.40 -1.18 -4.33
C 1.82 -0.12 -3.66
H -0.16 1.12 -2.24
H 1.25 1.54 -1.58
H 0.89 -1.74 -0.82
H 1.81 -3.65 -2.08
H 2.83 -3.29 -4.30
H 2.86 -1.02 -5.30
H 1.80 0.87 -4.12
I -1.74 3.02 -3.75
I -2.63 5.02 -5.27
C -3.12 -0.94 -6.49
C -2.21 -1.48 -5.40
C -2.72 -1.08 -4.01
S -1.81 -1.99 -2.74
O -1.67 -1.04 -1.53
C -3.05 -3.22 -2.24
C -4.15 -2.72 -1.30
C -5.50 -2.45 -1.97
H -2.75 -1.22 -7.48
H -3.18 0.15 -6.45
H -4.13 -1.33 -6.39
H -1.19 -1.12 -5.53
H -2.16 -2.58 -5.47
H -3.78 -1.29 -3.90
H -2.55 -0.03 -3.79
H -2.46 -4.02 -1.79
H -3.44 -3.60 -3.19
H -3.80 -1.81 -0.79
H -4.29 -3.48 -0.53
H -5.46 -1.59 -2.65
H -6.26 -2.24 -1.22
H -5.83 -3.32 -2.54
C 0.96 -2.34 4.04
Si 1.19 -0.50 4.13
C -0.35 0.44 4.58
C 2.61 -0.02 5.20
Sb 1.65 0.22 1.62
Si 2.45 2.74 1.88
C 3.06 3.21 0.19
C 1.01 3.75 2.45
C 3.79 2.69 3.15
Si 3.78 -1.29 1.13
C 4.88 -1.13 2.61
C 4.56 -0.63 -0.41
C 3.17 -3.05 0.98
H 0.48 -2.71 4.95
H 1.93 -2.84 3.96
H 0.35 -2.63 3.18
H -0.60 0.27 5.63
H -1.20 0.13 3.97
H -0.19 1.51 4.44
H 2.44 -0.47 6.19
H 2.66 1.06 5.33
H 3.57 -0.38 4.83
H 2.30 3.03 -0.58
H 3.97 2.66 -0.07
H 3.30 4.28 0.17
H 0.50 4.25 1.62
H 1.37 4.52 3.13
H 0.26 3.15 2.99
H 4.43 1.82 3.07
H 3.36 2.72 4.16
H 4.42 3.58 3.03
H 4.95 -0.11 2.99
H 5.89 -1.43 2.31
H 4.56 -1.79 3.42
H 4.77 0.44 -0.32
H 3.94 -0.80 -1.30
H 5.52 -1.14 -0.57
H 2.12 -3.17 1.27
H 3.76 -3.69 1.64
H 3.30 -3.42 -0.03

# 3
Molecular formula: C31H55N4OP2Pd
Method: DFT, ωB97M-V/def2-TZVPD

The value obtained for the LUMO energy (spin up / spin down) is -0.057 / -0.155 Ha. Its multiplicity is 3. For the gap between HOMO and LUMO (spin up / spin down), the calculation gives 8.0 / 6.3 eV. The HOMO energy (spin up / spin down) comes out at -9.515 / -10.492 eV. The charge is +1. For the relative energy (zero: lowest compared OMol25 entry of this formula, charge and spin), the calculation gives 6.36 kcal per mole. As for the energy: -2318.9303 hartree.

Geometry (Å):
Pd 0.50 -0.05 -0.09
C 0.91 -1.32 4.84
C 0.78 -0.33 3.68
C 2.06 0.49 3.51
P 0.30 -1.07 2.05
C 0.80 -2.85 2.11
C 2.33 -2.94 2.02
C 0.15 -3.64 0.98
C -1.54 -1.08 2.07
C -2.31 -1.00 3.22
C -3.69 -0.84 3.17
C -4.51 -0.75 4.42
C -4.30 -0.73 1.91
C -3.56 -0.83 0.75
C -2.17 -1.04 0.81
N -1.36 -1.11 -0.30
C -1.75 -1.63 -1.51
C -2.86 -2.49 -1.65
C -3.23 -2.96 -2.89
C -2.51 -2.62 -4.03
C -2.91 -3.14 -5.38
C -1.37 -1.83 -3.88
C -0.95 -1.36 -2.65
P 0.62 -0.44 -2.40
C 1.94 -1.69 -2.73
C 1.85 -2.57 -3.98
C 3.31 -1.02 -2.61
C 0.63 0.88 -3.71
C 1.07 0.51 -5.13
C 1.45 2.08 -3.22
H 1.08 -0.77 5.77
H 1.75 -1.99 4.70
H 0.02 -1.93 4.98
H -0.03 0.36 3.90
H 2.91 -0.14 3.27
H 2.29 1.01 4.44
H 1.95 1.23 2.71
H 0.46 -3.25 3.07
H 2.67 -2.50 1.08
H 2.64 -3.98 2.04
H 2.83 -2.42 2.84
H 0.44 -3.25 0.01
H -0.94 -3.63 1.04
H 0.48 -4.68 1.04
H -1.84 -1.04 4.19
H -3.88 -0.73 5.31
H -5.18 -1.61 4.50
H -5.14 0.14 4.42
H -5.36 -0.54 1.85
H -4.04 -0.68 -0.21
H -3.41 -2.80 -0.77
H -4.08 -3.62 -2.97
H -3.99 -3.25 -5.46
H -2.46 -4.12 -5.56
H -2.57 -2.48 -6.18
H -0.79 -1.60 -4.77
H 1.82 -2.34 -1.86
H 1.98 -2.00 -4.90
H 0.91 -3.12 -4.03
H 2.66 -3.31 -3.94
H 3.51 -0.37 -3.46
H 4.10 -1.78 -2.59
H 3.39 -0.43 -1.70
H -0.43 1.18 -3.74
H 2.12 0.24 -5.15
H 0.94 1.38 -5.78
H 0.50 -0.31 -5.56
H 2.51 1.81 -3.13
H 1.11 2.42 -2.24
H 1.38 2.90 -3.93
O -1.54 2.31 -1.16
H -0.64 2.31 -0.79
H -1.49 2.88 -1.94
C -0.58 4.85 2.06
N -0.07 3.51 1.80
C -1.04 2.46 2.01
C 1.05 3.30 1.05
N 1.17 2.25 0.28
N 2.00 4.29 1.12
C 3.06 4.30 0.13
C 2.41 4.81 2.42
H -1.56 4.95 1.61
H 0.08 5.60 1.64
H -0.68 5.03 3.14
H -1.41 2.50 3.04
H -0.58 1.49 1.83
H -1.89 2.56 1.32
H 2.11 2.21 -0.10
H 3.83 3.54 0.33
H 3.55 5.28 0.16
H 2.66 4.15 -0.87
H 1.67 4.55 3.18
H 2.52 5.89 2.39
H 3.37 4.37 2.72

# 4
Molecular formula: C31H56I2N5O5
Method: DFT, ωB97M-V/def2-TZVPD

The value obtained for the LUMO energy (spin up / spin down) is -0.125 / -0.125 Ha. Its multiplicity is 3. For the gap between HOMO and LUMO (spin up / spin down), the calculation gives 6.3 / 7.4 eV. The HOMO energy (spin up / spin down) comes out at -9.703 / -10.825 eV. The charge is +1. As for the energy: -2459.6234 hartree.

Geometry (Å):
C -1.92 -4.51 -0.12
C -1.20 -4.17 0.76
C -0.31 -3.73 1.80
C 0.51 -2.54 1.30
O 1.03 -2.79 0.06
C 2.07 -3.76 0.03
C 3.34 -3.31 0.70
C 3.45 -3.61 2.19
N -0.41 -1.37 1.12
C -1.10 -1.16 2.29
N -0.89 -0.11 3.04
C 0.00 1.01 2.75
O 1.33 0.65 2.98
O 1.66 1.19 4.31
N -1.92 -2.14 2.69
C -1.05 -3.32 3.05
C -1.86 -4.39 3.70
I -3.88 -4.40 3.25
C -1.27 -5.24 4.52
C 0.17 -5.17 4.90
I -2.27 -6.80 5.47
H -2.53 -4.87 -0.89
H 0.34 -4.56 2.03
H 1.25 -2.24 2.02
H 2.25 -3.91 -1.01
H 1.74 -4.71 0.43
H 3.50 -2.27 0.49
H 4.12 -3.86 0.21
H 2.58 -4.14 2.54
H 3.53 -2.71 2.77
H 4.30 -4.22 2.40
H -1.09 -1.70 0.43
H -1.37 -0.10 3.93
H -0.25 1.82 3.41
H -0.07 1.31 1.73
H 2.34 0.56 4.58
H -2.49 -1.88 3.49
H -0.31 -2.96 3.74
H 0.36 -4.30 5.49
H 0.79 -5.11 4.02
H 0.47 -6.04 5.43
C 1.57 -2.04 -3.20
C 0.28 -1.36 -3.67
C -0.93 -2.16 -3.22
C -1.10 -3.47 -3.97
C -1.13 -3.24 -5.48
C 0.05 -2.41 -6.01
N 0.24 -1.20 -5.15
O -0.53 -0.24 -5.50
C 1.32 -3.26 -6.06
C -0.24 -1.95 -7.42
C 0.27 0.01 -3.04
H 1.67 -1.88 -2.13
H 1.56 -3.12 -3.35
H 2.45 -1.64 -3.69
H -1.83 -1.55 -3.37
H -0.85 -2.33 -2.14
H -0.30 -4.17 -3.71
H -2.03 -3.95 -3.66
H -1.14 -4.19 -6.02
H -2.06 -2.72 -5.74
H 2.19 -2.64 -6.27
H 1.23 -3.99 -6.86
H 1.52 -3.82 -5.15
H -1.18 -1.42 -7.50
H -0.28 -2.82 -8.07
H 0.55 -1.29 -7.78
H 1.12 0.60 -3.39
H 0.35 -0.10 -1.96
H -0.64 0.55 -3.27
C 0.40 7.10 -0.26
C -0.60 5.97 0.03
C -1.99 6.54 0.28
C -2.10 7.29 1.60
C -1.65 6.41 2.76
C -0.27 5.77 2.56
N -0.18 5.15 1.21
O -0.65 3.97 1.19
C 0.83 6.81 2.77
C -0.06 4.69 3.59
C -0.61 5.08 -1.19
H 0.22 7.48 -1.26
H 0.31 7.95 0.41
H 1.43 6.73 -0.22
H -2.71 5.72 0.27
H -2.25 7.19 -0.56
H -1.51 8.21 1.57
H -3.13 7.60 1.76
H -1.62 6.99 3.69
H -2.39 5.61 2.91
H 1.80 6.41 2.48
H 0.89 7.07 3.83
H 0.67 7.74 2.24
H -0.88 3.96 3.57
H -0.04 5.14 4.58
H 0.88 4.16 3.43
H 0.37 4.64 -1.35
H -0.87 5.68 -2.06
H -1.34 4.28 -1.10

| no. | maximum force (eV/A) |
| --- | --- |
| 1 | 3.94 |
| 2 | 1.37 |
| 3 | 0.17 |
| 4 | 1.10 |